[1]
Formula: C17H12Br2IN3O3RuSTe
Source: OMol25
Level of theory: wB97M-V/def2-TZVPD

Each line ends with the Löwdin spin population.
Cartesian coordinates (Å):
Ru1 -0.175 -0.496 -1.392  0.899
Br1 1.311 2.336 -0.752  -0.005
C1 -0.431 1.464 -0.790  -0.011
Br2 -0.263 0.354 -3.694  0.051
H1 -1.057 2.046 -1.459  0.005
H2 -0.805 1.499 0.230  0.002
I1 0.415 -3.075 -2.008  0.067
O1 0.466 -0.682 0.536  0.009
N1 1.735 -0.918 0.532  -0.009
C2 2.275 -1.014 1.711  0.016
C3 3.680 -1.265 1.805  0.002
N2 4.810 -1.445 1.917  0.007
C4 1.501 -0.879 2.914  0.002
N3 0.873 -0.769 3.871  0.006
Te1 -1.976 -0.537 1.994  -0.024
C5 -4.015 -0.212 2.410  -0.002
C6 -4.457 1.068 2.749  -0.001
C7 -5.801 1.303 3.001  0.000
C8 -6.717 0.264 2.908  -0.001
C9 -6.284 -1.014 2.580  0.000
C10 -4.939 -1.254 2.341  -0.001
H3 -3.745 1.882 2.805  0.000
H4 -6.135 2.301 3.257  0.000
H5 -7.767 0.449 3.090  0.000
H6 -6.996 -1.827 2.510  0.000
H7 -4.601 -2.249 2.079  0.000
O2 -6.770 2.620 -4.479  0.000
C11 -6.403 2.844 -3.195  0.000
O3 -6.932 3.723 -2.574  0.000
C12 -5.351 1.946 -2.630  -0.001
C13 -5.237 1.876 -1.246  0.000
C14 -4.281 1.065 -0.664  -0.001
C15 -3.418 0.319 -1.458  -0.001
S1 -2.260 -0.842 -0.753  -0.008
C16 -3.527 0.376 -2.841  -0.001
C17 -4.485 1.194 -3.417  0.000
H8 -6.337 1.824 -4.811  0.000
H9 -5.904 2.468 -0.634  0.000
H10 -4.205 1.014 0.408  0.000
H11 -2.861 -0.201 -3.463  0.000
H12 -4.511 1.248 -4.500  0.000

Its HOMO energy (alpha / beta) is -5.510 / -5.418 eV. The value obtained for the orbital gap (alpha / beta) is 5.969 / 5.833 eV. For the LUMO energy (alpha / beta), the calculation gives 0.5 / 0.4 eV. As for the charge: -1. The multiplicity is 2.



[2]
Formula: C3H7O2
Source: OMol25
Level of theory: wB97M-V/def2-TZVPD

Each line ends with the Löwdin spin population.
Cartesian coordinates (Å):
C1 0.848 -0.816 0.899  0.011
C2 -0.271 0.125 1.305  0.008
H1 0.854 -1.045 -0.166  0.006
H2 0.799 -1.764 1.430  0.000
H3 1.824 -0.363 1.058  0.000
H4 -1.239 -0.321 1.045  0.001
H5 -0.365 0.388 2.356  0.000
H6 -0.231 1.023 0.685  0.004
O1 0.459 1.112 -1.553  0.411
C3 -0.530 0.654 -2.120  0.119
O2 -1.303 -0.272 -1.933  0.311
H7 -0.846 1.279 -3.005  0.128

Its HOMO energy (alpha / beta) is -11.549 / -11.115 eV. The value obtained for the orbital gap (alpha / beta) is 12.459 / 7.186 eV. For the LUMO energy (alpha / beta), the calculation gives 0.9 / -3.9 eV. As for the charge: 0. The multiplicity is 2.



no.,E_tot (eV)
1,-197333.734
2,-7316.895